{"formula": "C54H93N9O12", "method": "wB97M-V/def2-TZVPD", "species": ["O", "O", "O", "O", "O", "O", "O", "O", "O", "O", "O", "O", "N", "N", "N", "N", "N", "N", "N", "N", "N", "C", "C", "C", "C", "C", "C", "C", "C", "C", "C", "C", "C", "C", "C", "C", "C", "C", "C", "C", "C", "C", "C", "C", "C", "C", "C", "C", "C", "C", "C", "C", "C", "C", "C", "C", "C", "C", "C", "C", "C", "C", "C", "C", "C", "C", "C", "C", "C", "C", "C", "C", "C", "C", "C", "H", "H", "H", "H", "H", "H", "H", "H", "H", "H", "H", "H", "H", "H", "H", "H", "H", "H", "H", "H", "H", "H", "H", "H", "H", "H", "H", "H", "H", "H", "H", "H", "H", "H", "H", "H", "H", "H", "H", "H", "H", "H", "H", "H", "H", "H", "H", "H", "H", "H", "H", "H", "H", "H", "H", "H", "H", "H", "H", "H", "H", "H", "H", "H", "H", "H", "H", "H", "H", "H", "H", "H", "H", "H", "H", "H", "H", "H", "H", "H", "H", "H", "H", "H", "H", "H", "H", "H", "H", "H", "H", "H", "H"], "coordinates": [[-3.886, 33.998, 17.710], [-5.530, 32.323, 9.984], [-7.361, 35.223, 6.673], [1.524, 35.000, 13.589], [-12.788, 34.066, 18.242], [-1.529, 34.397, 10.012], [-3.619, 38.789, 11.160], [-2.662, 39.647, 17.701], [-10.809, 33.023, 13.989], [-9.493, 34.969, 6.349], [-13.414, 35.833, 17.324], [-5.289, 32.371, 17.653], [-8.512, 34.982, 7.126], [-1.257, 37.250, 14.755], [-5.585, 37.611, 17.085], [-12.514, 35.033, 17.575], [1.279, 33.748, 8.463], [-3.378, 39.934, 13.759], [-4.322, 32.955, 18.178], [-4.416, 30.841, 12.803], [-13.295, 32.734, 15.257], [-3.245, 40.716, 12.585], [-8.894, 38.953, 11.557], [-6.532, 34.582, 14.766], [0.170, 35.473, 13.740], [-11.188, 35.384, 17.236], [-12.791, 31.622, 14.547], [-3.413, 38.595, 17.197], [-6.099, 31.698, 11.164], [1.786, 35.930, 9.143], [-14.090, 30.913, 14.003], [0.851, 34.810, 9.370], [-3.244, 33.424, 20.292], [-9.386, 40.199, 11.941], [-2.859, 31.708, 21.887], [-8.761, 34.923, 8.556], [-7.539, 41.222, 10.808], [2.357, 35.662, 12.718], [-7.064, 35.773, 14.199], [-8.612, 36.326, 17.029], [-2.865, 33.050, 21.530], [-9.535, 36.854, 16.140], [-3.587, 38.200, 9.835], [-3.971, 31.115, 19.858], [-8.751, 41.321, 11.456], [-2.325, 41.948, 12.902], [-7.694, 38.749, 10.868], [-1.296, 39.496, 17.309], [-9.797, 32.254, 14.579], [-6.159, 36.435, 13.372], [0.982, 37.147, 15.542], [-5.271, 34.080, 14.433], [-4.881, 35.982, 13.066], [-0.668, 35.039, 9.079], [-11.883, 32.243, 13.436], [-5.620, 31.554, 8.811], [-10.342, 34.692, 10.371], [-4.854, 38.658, 17.701], [0.101, 36.918, 14.292], [-3.405, 30.723, 21.047], [-7.921, 34.758, 10.797], [-10.099, 34.614, 17.753], [-6.975, 39.926, 10.640], [-2.673, 39.831, 11.474], [-8.819, 35.135, 17.631], [-9.250, 34.726, 11.233], [-2.905, 34.248, 9.736], [-10.029, 34.693, 9.029], [-5.063, 38.677, 19.192], [-3.894, 32.498, 19.479], [-7.677, 34.897, 9.428], [-4.403, 34.761, 13.573], [-6.205, 29.343, 12.311], [-5.315, 30.501, 11.763], [-10.856, 36.475, 16.379], [-1.877, 36.799, 14.097], [-9.456, 34.767, 12.292], [-10.869, 34.558, 8.364], [-1.023, 38.443, 17.244], [-7.345, 37.754, 10.637], [-1.393, 36.800, 15.648], [-10.086, 33.699, 18.326], [-7.171, 31.509, 11.099], [-4.368, 30.329, 19.232], [-7.960, 34.531, 17.883], [-5.651, 28.414, 12.449], [-12.239, 30.928, 15.180], [1.074, 34.438, 10.370], [2.855, 35.797, 9.307], [2.465, 36.708, 13.004], [-6.127, 38.869, 19.323], [-0.900, 36.103, 9.126], [-13.646, 32.621, 16.197], [-1.687, 39.502, 11.799], [-0.907, 34.702, 8.070], [-4.292, 36.553, 12.364], [-6.902, 42.028, 10.476], [-0.806, 39.832, 18.222], [-10.299, 40.179, 12.517], [-11.478, 31.375, 12.916], [-13.835, 29.955, 13.551], [-2.987, 37.646, 17.524], [-3.136, 34.440, 19.941], [-5.307, 32.139, 7.946], [0.898, 38.175, 15.895], [-4.122, 41.192, 12.145], [0.816, 32.871, 8.658], [-11.709, 36.962, 15.932], [-3.798, 39.006, 9.132], [-2.555, 31.385, 22.871], [-0.439, 34.744, 14.274], [1.463, 36.668, 9.877], [-12.477, 33.264, 15.523], [-3.268, 38.580, 16.117], [-6.393, 37.412, 12.975], [-4.827, 33.254, 14.969], [-2.385, 33.733, 22.215], [-14.777, 30.489, 14.736], [-9.264, 37.628, 15.437], [-4.394, 37.475, 9.727], [-6.944, 29.087, 11.552], [-9.112, 32.877, 15.155], [-6.696, 31.427, 8.687], [3.359, 35.247, 12.611], [1.836, 35.686, 11.760], [-3.580, 30.274, 12.775], [-3.554, 29.700, 21.357], [-3.364, 35.171, 10.090], [-4.712, 37.698, 19.518], [-5.251, 36.664, 17.197], [-2.916, 42.462, 13.661], [-9.218, 31.807, 13.772], [-2.527, 39.454, 14.017], [-3.429, 34.408, 13.266], [-10.163, 31.470, 15.242], [-0.321, 35.473, 12.766], [-4.064, 31.772, 12.633], [-9.159, 42.317, 11.545], [0.684, 36.499, 16.367], [-2.128, 42.615, 12.063], [-1.024, 40.190, 16.513], [-4.527, 39.465, 19.720], [-4.896, 30.741, 8.866], [-6.707, 29.553, 13.255], [-11.396, 34.614, 10.595], [-3.033, 34.009, 8.680], [1.580, 36.373, 8.169], [-3.332, 33.543, 10.449], [-7.117, 34.140, 15.559], [-9.526, 38.194, 11.994], [-14.709, 31.470, 13.299], [-4.886, 29.978, 10.907], [2.053, 37.034, 15.369], [-8.030, 36.249, 14.281], [-7.056, 34.638, 11.433], [-6.082, 32.573, 11.814], [1.269, 34.017, 7.490], [-6.055, 39.783, 10.093], [-2.569, 40.361, 10.527], [-2.545, 37.891, 9.756], [-6.699, 35.020, 8.987], [-1.415, 41.757, 13.472], [-5.790, 37.672, 16.098], [-12.459, 32.907, 12.792], [0.562, 37.582, 13.560], [-7.536, 36.382, 17.105], [-4.057, 39.213, 13.558], [-5.201, 39.632, 17.354]], "forces_ev_per_a": [[0.5, -0.6, 0.5], [0.2, -0.2, 1.0], [-1.9, -0.9, 1.8], [-1.0, -1.5, 1.9], [1.2, -1.7, 0.3], [1.6, -1.1, 0.7], [-0.6, -0.6, 0.9], [0.6, 0.1, -0.1], [-1.0, 0.3, 0.1], [1.4, -0.5, 1.8], [0.8, 0.5, -1.0], [1.5, 0.0, 0.7], [0.1, 1.8, -3.5], [0.4, 0.2, -1.5], [-1.7, -1.2, -0.6], [-3.1, 1.6, 0.8], [1.0, -0.8, 0.5], [-1.6, -0.2, 1.0], [-2.7, 0.6, -1.3], [1.4, 1.2, 0.5], [0.6, 2.4, 1.6], [2.5, 1.0, -1.6], [-0.5, -0.2, 1.1], [-1.0, 0.8, 0.1], [1.1, 0.8, -0.9], [3.9, -0.3, -0.4], [-2.2, -0.2, -1.0], [0.0, -0.2, 0.4], [0.6, 1.1, 0.5], [-0.9, 2.3, 0.3], [1.1, -1.4, -0.5], [-0.2, -2.6, -1.1], [-1.3, 0.4, -1.7], [0.4, -0.8, -1.0], [-0.9, -0.8, 0.1], [0.8, -1.0, 0.6], [1.3, -2.4, 0.1], [-0.8, 1.5, -1.0], [2.4, -0.7, -0.8], [2.2, -0.9, -1.6], [1.6, -1.1, 1.7], [-0.8, 0.5, 1.6], [0.8, 2.0, 1.4], [0.1, 1.4, -1.0], [0.1, 1.4, 0.0], [-0.9, -0.4, 0.6], [-0.8, 1.5, 1.2], [-0.3, 0.9, 2.2], [0.5, -0.3, -0.3], [0.2, 0.7, -0.1], [0.4, 0.0, -0.2], [0.7, 0.5, 0.4], [0.2, -1.0, 0.0], [-0.6, 1.2, 1.0], [0.1, -1.1, 1.1], [-0.1, 0.9, 0.0], [1.4, -0.2, -0.7], [1.3, 1.5, -1.4], [1.0, -0.6, 2.1], [-0.3, 1.1, 0.5], [-0.3, 0.0, -1.3], [-0.4, 0.5, 0.1], [-0.5, -0.2, -1.4], [-0.8, 0.2, -1.4], [-2.0, -1.5, 0.5], [-0.1, 0.2, 1.1], [0.7, 1.0, 0.7], [-1.6, 0.3, -0.8], [0.3, -0.2, -0.2], [1.3, -1.7, 0.7], [-0.2, 0.3, -0.1], [-1.6, 1.1, -0.4], [-0.6, 0.3, -0.6], [-2.0, -1.7, -0.8], [-1.1, -1.0, 0.3], [-0.7, 0.1, 0.0], [0.1, -0.3, 0.3], [0.2, 0.2, -0.5], [0.0, 0.1, -0.7], [0.1, 0.1, -0.1], [-0.1, -0.1, 0.1], [-1.2, -0.2, -0.1], [-0.1, -0.5, -0.8], [-0.3, 0.4, -0.4], [0.0, 0.1, 0.7], [0.4, 0.2, 0.1], [0.2, -0.3, -0.2], [-0.8, -0.1, 0.2], [-0.3, -0.7, -0.2], [0.3, 0.3, 0.1], [0.0, -0.5, 0.4], [0.0, 0.5, -0.1], [-0.7, -1.1, 0.0], [0.1, -0.7, -0.1], [0.2, -0.1, -0.2], [0.2, 0.2, 0.1], [-0.5, 0.4, 0.1], [0.7, 0.2, -0.2], [-0.1, 0.5, 0.0], [0.2, 0.1, -0.6], [0.4, 0.0, -0.7], [0.2, -0.6, 0.4], [0.0, 0.0, 0.0], [0.1, 0.4, 0.2], [-0.4, 0.1, -0.1], [-0.7, -0.5, 0.7], [-0.1, 0.0, -0.4], [0.1, 0.1, -0.3], [0.2, 0.0, -0.4], [0.3, 0.2, 0.1], [0.6, 0.0, 0.7], [0.2, 0.6, -0.1], [0.4, 0.8, -0.4], [-0.9, 0.0, -0.4], [-0.4, 0.1, -0.2], [-0.5, -0.4, 0.1], [-0.2, 0.3, 0.0], [0.2, 0.8, 0.8], [-0.2, 0.2, 0.1], [0.5, -0.3, 0.3], [-0.3, 0.0, 0.0], [-0.2, 0.3, -0.1], [0.1, -1.3, -0.4], [-0.3, -0.5, 0.3], [0.5, 0.0, -0.5], [0.0, -0.4, 0.1], [0.4, -0.1, 0.1], [-0.6, 0.4, -0.9], [-0.4, -0.1, 0.7], [0.5, 0.0, 0.5], [-0.1, 0.5, -0.2], [0.3, -0.4, 0.0], [0.4, 0.0, -0.1], [0.1, -0.2, 0.2], [-0.1, -0.1, 0.0], [0.0, 0.2, -0.6], [0.1, 0.4, 0.1], [-0.3, 0.1, 0.4], [0.1, -0.2, 0.0], [0.0, -0.2, 0.0], [0.0, -0.6, -0.4], [0.2, -0.1, -0.2], [-0.8, -0.7, -0.2], [0.0, 0.3, 0.0], [0.2, 0.0, 0.7], [-0.6, 0.0, 0.1], [0.4, 0.1, -0.2], [0.3, -0.6, -0.5], [0.1, -0.6, -0.1], [0.3, -0.9, -0.5], [0.4, 0.4, 0.1], [0.7, 0.3, -0.3], [0.0, -0.4, -0.2], [-0.1, -0.6, 0.6], [-0.2, 0.3, 0.4], [0.2, -0.3, 0.7], [-0.3, -0.2, 0.0], [0.4, 0.4, 0.2], [0.4, 0.6, 0.0], [-0.3, -0.8, -0.9], [0.2, -0.2, 0.3], [0.3, -0.6, -0.5], [0.2, 0.6, -0.1], [0.0, -0.1, 0.1], [-0.9, 0.3, -0.4], [0.1, 2.1, -0.9], [-0.2, -0.3, 0.2], [-0.4, 0.0, -0.4]], "lowdin_charge": [0.058, -0.232, 0.039, -0.181, 0.070, -0.209, -0.251, -0.173, -0.213, 0.052, 0.067, 0.054, -0.301, 0.060, 0.048, -0.376, 0.013, 0.062, -0.331, 0.050, 0.032, -0.439, -0.103, -0.067, -0.158, -0.141, -0.425, -0.250, -0.155, -0.092, -0.061, -0.432, -0.015, -0.095, -0.054, -0.158, -0.076, -0.126, -0.072, -0.090, -0.077, -0.055, -0.073, 0.011, -0.108, -0.055, -0.080, -0.096, -0.105, -0.117, -0.061, -0.093, -0.088, -0.170, -0.162, -0.101, -0.045, -0.457, -0.401, -0.069, -0.053, 0.023, -0.079, -0.191, -0.104, -0.051, -0.086, -0.019, -0.047, -0.127, 0.004, -0.076, -0.067, -0.433, 0.026, 0.058, 0.094, 0.120, 0.058, 0.084, 0.062, 0.118, 0.119, 0.117, 0.110, 0.069, 0.122, 0.124, 0.091, 0.079, 0.081, 0.103, 0.076, 0.121, 0.117, 0.081, 0.099, 0.086, 0.101, 0.120, 0.060, 0.113, 0.121, 0.084, 0.066, 0.134, 0.073, 0.116, 0.079, 0.107, 0.125, 0.069, 0.046, 0.094, 0.089, 0.088, 0.114, 0.067, 0.107, 0.079, 0.068, 0.071, 0.096, 0.103, 0.050, 0.082, 0.109, 0.066, 0.075, 0.074, 0.070, 0.085, 0.051, 0.094, 0.084, 0.109, 0.056, 0.101, 0.084, 0.072, 0.091, 0.080, 0.084, 0.070, 0.112, 0.095, 0.085, 0.071, 0.076, 0.089, 0.074, 0.116, 0.072, 0.079, 0.088, 0.099, 0.070, 0.081, 0.116, 0.078, 0.115, 0.066, 0.072, 0.127, 0.124, 0.076, 0.063, 0.146], "homo_energy_ev": -8.893, "total_energy_ev": -95470.299, "smiles": "O=[N+]([O-])c1ccccc1.O=[N+]([O-])c1ccccc1.O=[N+]([O-])c1ccccc1.COC[C@H](C)N.COC[C@H](C)N.COC[C@H](C)N.COC[C@H](C)N.COC[C@H](C)N.COC[C@H](C)N.c1ccccc1.c1ccccc1", "total_charge": 0}